1.
ORCA calculation (wB97M-V/def2-TZVPD) on 2 unconnected molecules or ions with the total composition C5H14 at a distorted geometry.

Calculated values
SMILES ... CCC.CC
Energy above the lowest of the compared OMol25 structures with the same formula, charge and spin ... 22.81 kJ/mol
Highest occupied orbital energy ... -11.436 eV
Electronic energy ... -5411.8132 eV
2S+1 ... 1

Positions of all 19 atoms, in Å:
C  -0.212  -0.457  2.499
C  1.165  -1.031  2.209
C  1.744  -0.517  0.877
H  -0.581  -0.824  3.450
H  -0.229  0.628  2.367
H  -0.885  -0.816  1.721
H  1.090  -2.113  2.130
H  1.840  -0.775  3.020
H  0.935  -0.536  0.137
H  2.624  -1.086  0.603
H  1.946  0.548  0.994
C  -1.905  1.020  -2.669
C  -0.457  0.749  -2.318
H  -2.226  0.438  -3.542
H  -2.648  0.833  -1.899
H  -2.018  2.039  -3.022
H  -0.237  -0.327  -2.207
H  -0.214  1.113  -1.309
H  0.270  1.115  -3.041

=====

2.
ORCA calculation (wB97M-V/def2-TZVPD) on a single BrH2NOS2 molecule at a distorted geometry.

Calculated values
Energy above the lowest of the compared OMol25 structures with the same formula, charge and spin ... 115.29 kJ/mol
Highest occupied orbital energy ... -9.589 eV
Electronic energy ... -95279.7396 eV
2S+1 ... 1

Positions of all 7 atoms, in Å:
N  0.754  -0.201  -0.549
O  -0.399  0.164  1.607
S  -0.498  2.323  -0.320
S  -0.516  0.469  0.227
Br  0.418  -2.040  -0.598
H  1.735  -0.261  0.001
H  -1.493  -0.453  -0.368

=====

3.
ORCA calculation (wB97M-V/def2-TZVPD) on a molecular structure, H31O15 at a distorted geometry.

Calculated values
Energy above the lowest of the compared OMol25 structures with the same formula, charge and spin ... 142.56 kJ/mol
Highest occupied orbital energy ... -13.758 eV
Electronic energy ... -31210.0621 eV
2S+1 ... 1
Total charge ... +1

Positions of all 46 atoms, in Å:
O  -1.370  1.431  2.024
H  1.041  0.060  -5.045
H  -0.923  1.790  2.820
O  0.330  1.784  4.128
H  0.208  1.106  -3.651
H  1.248  1.943  3.860
O  4.521  0.539  0.206
H  -2.409  -2.391  3.571
H  4.268  -2.935  0.214
O  -0.430  -4.429  0.957
H  -0.109  2.806  1.590
H  -0.695  -2.290  2.196
O  0.413  0.030  -4.311
H  -1.284  -4.085  1.269
H  -1.031  2.037  -2.803
O  -3.310  -2.708  -0.995
H  5.236  0.528  -0.434
H  4.788  1.011  0.998
O  -2.904  -2.394  2.750
H  -3.967  -2.248  -0.462
H  2.241  2.978  -1.623
O  2.117  -0.336  -2.196
H  0.259  2.741  4.320
H  1.500  2.301  -0.458
O  0.801  2.633  1.312
H  0.957  -0.444  -3.649
H  -2.409  1.661  -1.277
O  -0.187  -1.502  2.372
H  2.571  0.350  -1.713
O  -0.060  2.021  -3.072
H  0.542  2.071  -2.268
H  0.646  -1.703  2.726
O  1.860  2.141  -1.350
H  1.005  1.762  1.668
H  -3.195  -3.512  -0.471
O  -2.471  2.131  -2.129
H  -3.006  -1.505  2.425
H  -2.935  1.464  -2.609
O  3.870  -2.161  -0.187
H  -1.835  0.669  2.380
H  -3.472  1.309  0.706
O  -3.392  0.577  0.082
H  -3.932  -0.129  0.441
H  -0.291  -3.699  0.342
H  2.315  -1.208  -1.840
H  4.582  -1.524  -0.027

=====

4.
ORCA calculation (wB97M-V/def2-TZVPD) on a gas-phase ion, C2H7N4S (charge +1) at a distorted geometry.

Calculated values
Energy above the lowest of the compared OMol25 structures with the same formula, charge and spin ... 264.73 kJ/mol
Highest occupied orbital energy ... -14.117 eV
Electronic energy ... -18973.0076 eV
2S+1 ... 1
Total charge ... +1

Positions of all 14 atoms, in Å:
C  -0.868  0.509  0.010
C  -1.736  -2.122  -0.317
N  0.713  -0.149  -0.158
N  1.497  0.790  0.060
N  2.783  0.790  -0.043
N  -0.731  1.779  0.368
S  -2.332  -0.396  -0.047
H  -0.826  -2.337  -0.860
H  -2.456  -2.896  -0.620
H  -1.432  -2.164  0.737
H  3.500  0.139  -0.331
H  3.182  1.605  0.450
H  0.327  2.088  0.210
H  -1.621  2.362  0.542

=====

5.
ORCA calculation (wB97M-V/def2-TZVPD) on a single C3H4N2OS molecule at a distorted geometry.

Calculated values
Energy above the lowest of the compared OMol25 structures with the same formula, charge and spin ... 669.71 kJ/mol
Highest occupied orbital energy (alpha / beta) ... -8.612 / -8.640 eV
Electronic energy ... -19032.1073 eV
2S+1 ... 1

Positions of all 11 atoms, in Å:
C  1.971  0.913  0.366
C  0.969  0.241  -0.078
C  0.249  0.409  -1.412
N  0.088  -0.408  1.041
N  -1.141  -0.231  1.050
O  -2.537  -2.421  1.726
S  -2.556  -0.975  1.361
H  2.686  1.258  1.111
H  -0.778  0.570  -1.338
H  0.334  -0.553  -1.971
H  0.716  1.197  -1.858

=====

6.
ORCA calculation (wB97M-V/def2-TZVPD) on 2 unconnected molecules or ions with the total composition C46H53N5OP at a distorted geometry.

Calculated values
Energy above the lowest of the compared OMol25 structures with the same formula, charge and spin ... 43.19 kJ/mol
Highest occupied orbital energy ... -8.568 eV
Electronic energy ... -67342.1706 eV
2S+1 ... 1
Total charge ... +1

Positions of all 106 atoms, in Å:
C  -1.550  3.247  -6.125
N  -0.596  3.689  -5.130
C  0.195  4.842  -5.512
C  -0.371  2.976  -3.986
C  0.398  3.525  -2.922
C  0.757  2.738  -1.841
C  0.351  1.389  -1.764
P  1.003  0.361  -0.396
C  0.670  -1.324  -1.074
C  1.394  -1.895  -2.138
C  1.024  -3.112  -2.692
C  -0.094  -3.821  -2.187
N  -0.498  -4.978  -2.790
C  -1.378  -5.942  -2.167
C  0.048  -5.398  -4.064
C  -0.793  -3.273  -1.073
C  -0.411  -2.054  -0.535
C  2.793  0.465  -0.807
C  3.718  0.127  0.203
C  5.078  0.072  -0.068
C  5.559  0.296  -1.388
N  6.880  0.134  -1.698
C  7.326  -0.012  -3.068
C  7.934  0.147  -0.708
C  4.629  0.648  -2.399
C  3.277  0.745  -2.102
C  -0.523  0.887  -2.746
C  -0.878  1.658  -3.843
H  -2.412  2.771  -5.644
H  -1.893  4.119  -6.693
H  -1.104  2.527  -6.830
H  1.027  4.998  -4.821
H  0.601  4.698  -6.524
H  -0.431  5.746  -5.531
H  0.713  4.567  -2.962
H  1.383  3.169  -1.059
H  2.258  -1.392  -2.562
H  1.598  -3.522  -3.525
H  -1.710  -5.606  -1.183
H  -2.253  -6.109  -2.810
H  -0.861  -6.907  -2.052
H  0.181  -4.541  -4.735
H  1.020  -5.902  -3.949
H  -0.655  -6.104  -4.520
H  -1.663  -3.786  -0.664
H  -0.959  -1.647  0.316
H  3.362  -0.109  1.209
H  5.772  -0.206  0.725
H  6.609  -0.603  -3.652
H  7.455  0.963  -3.564
H  8.293  -0.528  -3.061
H  7.537  0.363  0.286
H  8.449  -0.825  -0.692
H  8.679  0.915  -0.966
H  4.975  0.836  -3.416
H  2.591  1.007  -2.909
H  -0.897  -0.134  -2.682
H  -1.511  1.229  -4.621
C  -2.688  -5.373  5.741
C  -2.980  -4.064  5.067
C  -2.854  -2.871  5.781
C  -3.177  -1.641  5.197
C  -3.022  -0.373  5.972
C  -3.623  -1.632  3.875
N  -4.097  -0.415  3.292
C  -3.336  0.618  2.819
C  -1.899  0.496  2.584
C  -1.141  1.734  2.594
C  0.134  1.832  2.107
C  0.877  3.082  2.183
C  2.164  3.224  1.600
C  2.792  4.465  1.524
C  2.176  5.603  2.065
C  0.952  5.471  2.731
C  0.324  4.229  2.814
O  -1.392  -0.631  2.370
N  -4.184  1.527  2.304
C  -3.847  2.773  1.639
C  -5.494  1.111  2.521
C  -5.444  -0.092  3.118
C  -3.695  -2.800  3.116
C  -4.079  -2.742  1.674
C  -3.368  -4.016  3.725
H  -2.935  -6.207  5.078
H  -1.629  -5.452  6.018
H  -3.274  -5.476  6.664
H  -2.507  -2.889  6.818
H  -3.887  0.294  5.872
H  -2.908  -0.622  7.033
H  -2.123  0.181  5.668
H  -1.679  2.568  3.051
H  0.642  0.927  1.727
H  2.652  2.336  1.190
H  3.765  4.549  1.036
H  2.653  6.580  1.976
H  0.477  6.342  3.187
H  -0.618  4.150  3.360
H  -4.679  3.041  0.977
H  -3.713  3.588  2.365
H  -2.936  2.670  1.040
H  -6.331  1.706  2.199
H  -6.231  -0.756  3.429
H  -3.945  -3.737  1.233
H  -5.127  -2.448  1.527
H  -3.437  -2.045  1.118
H  -3.424  -4.937  3.138